# 1
Molecular formula: CH8N3O
Method: DFT, the ωB97M-V functional and the def2-TZVPD basis

```
13
Properties=species:S:1:pos:R:3:mulliken_charge:R:1
N 0.15037 -0.60823 0.93469 -0.2555
C -0.78231 -0.15819 0.10051 0.5699
N -1.96022 -0.80002 0.08923 -0.3723
N -0.58691 1.00055 -0.61700 -0.3877
H 1.09479 -0.29912 0.71606 0.2501
H -0.06958 -1.38480 1.56717 0.2258
H -2.79862 -0.22918 -0.03656 0.2766
H -2.04025 -1.64391 0.71556 0.2348
H 0.15912 0.99844 -1.27959 0.2463
H -1.29725 1.75970 -0.55653 0.2501
H 2.64080 0.92385 0.03855 0.3469
H 3.16046 0.16935 -1.04114 0.3112
O 2.32961 0.27157 -0.63095 -0.6963
```

Calculated values
Highest occupied orbital energy in eV: -15.10
Net charge: +1

---

# 2
Molecular formula: CH8N3O
Method: DFT, the ωB97M-V functional and the def2-TZVPD basis

```
13
Properties=species:S:1:pos:R:3:mulliken_charge:R:1
N 0.65580 0.59402 -0.97644 -0.3576
C -0.27435 0.74520 0.00558 0.6115
N -1.14116 1.77367 -0.07452 -0.4000
N -0.35986 -0.19331 0.94999 -0.3867
H 1.45021 -0.07636 -0.87800 0.2498
H 0.74972 1.11813 -1.84864 0.2362
H -1.81229 1.87326 0.62932 0.2276
H -0.81349 2.71763 -0.26452 0.2942
H 0.33931 -0.93775 1.24598 0.3453
H -1.28612 -0.19446 1.47973 0.2099
H 0.09437 -2.30653 -0.51358 0.3656
H 1.38762 -2.96559 0.24400 0.3127
O 1.01023 -2.14792 0.00110 -0.7085
```

Calculated values
Highest occupied orbital energy in eV: -15.15
Net charge: +1

---

# 3
Molecular formula: CH8N4
Method: DFT, the ωB97M-V functional and the def2-TZVPD basis

```
13
Properties=species:S:1:pos:R:3:mulliken_charge:R:1
C -0.56989 1.44987 1.07453 -0.6660
N -0.12878 -2.34141 -0.24651 -0.2808
N 0.24632 1.46240 -0.11172 0.0493
N -0.20642 -1.32933 -1.13940 -0.4120
N 1.03147 0.40064 -0.28505 -0.6005
H 0.03384 1.02014 1.87427 0.2556
H -0.84322 2.47287 1.32986 0.2904
H -1.47611 0.85172 0.94468 0.2510
H 0.78695 -2.73307 -0.04181 0.2249
H -0.65478 -2.12478 0.59339 0.2404
H -0.19220 1.89580 -0.92134 0.2276
H 0.45733 -1.50736 -1.89261 0.2088
H 1.51548 0.48251 -1.17829 0.2113
```

Calculated values
Highest occupied orbital energy (spin up / spin down) in eV: -7.28 / -6.99

---

# 4
Molecular formula: CH8N4
Method: DFT, the ωB97M-V functional and the def2-TZVPD basis

```
13
Properties=species:S:1:pos:R:3:mulliken_charge:R:1
N 1.63996 -0.15511 0.60920 -0.4356
N 2.17556 -0.37337 -0.70143 -0.5265
H 1.62323 0.18422 -1.34739 0.2308
H 2.05765 -1.35210 -0.97093 0.2379
H 2.38204 -0.29737 1.28810 0.2540
H 0.53332 1.11173 0.73506 0.1822
N -2.54156 0.39988 -0.50622 -0.4010
C -1.58806 -0.35356 0.03888 0.3166
N -0.98405 -1.32494 0.24347 -0.5033
H -3.48329 0.03920 -0.46318 0.2545
H -2.43472 1.39398 -0.39536 0.2860
H 0.85161 -0.79461 0.81041 0.2610
H -0.23168 1.52207 0.65940 -0.1566
```

Calculated values
Highest occupied orbital energy in eV: -9.10

---

# 5
Molecular formula: CH8N4P
Method: DFT, the ωB97M-V functional and the def2-TZVPD basis

```
14
Properties=species:S:1:pos:R:3:mulliken_charge:R:1
C 0.55083 1.25246 -0.00713 0.2707
N -0.47322 0.67499 -0.32684 0.1431
N 1.01948 2.42943 0.24451 -0.2868
N -2.12073 -1.02027 0.48307 -0.4984
N -1.18035 -0.46675 -0.35509 -0.0254
P 2.09296 -1.07811 -0.08988 -0.1183
H 0.56137 3.18158 -0.16350 0.2579
H 2.00604 2.58896 0.49197 0.2911
H -1.94489 -1.42970 1.41315 0.2443
H -3.06448 -0.77978 0.44498 0.2165
H -1.47863 -0.78600 -1.24750 0.2962
H 1.68640 -2.44303 -0.39579 0.1186
H 1.03402 -1.15438 0.70411 0.0363
H 1.31119 -0.96940 -1.19608 0.0542
```

Calculated values
Highest occupied orbital energy (spin up / spin down) in eV: -13.93 / -13.93
Net charge: +1

---

# 6
Molecular formula: CH8N5O
Method: DFT, the ωB97M-V functional and the def2-TZVPD basis

```
15
Properties=species:S:1:pos:R:3:mulliken_charge:R:1
N 2.39886 0.40265 -0.51624 -0.4984
N 1.35472 -0.57534 -0.09391 -0.2779
N 0.55777 -0.07379 0.89547 -0.2578
N -0.47539 0.58105 0.21789 -0.0754
C -1.57522 -0.11408 0.18208 0.5780
N -2.52641 0.17099 -0.63480 -0.3612
O -1.66263 -1.00970 1.12082 -0.4791
H 2.42008 0.39786 -1.52641 0.2620
H 3.31367 0.36877 -0.16327 0.2199
H 1.73415 -1.40052 0.21991 0.2124
H 1.25359 0.55360 1.39410 0.3145
H -0.23591 1.25905 -0.49148 0.2879
H -2.46008 0.92591 -1.40858 0.2717
H -3.34498 -0.42545 -0.82774 0.2754
H -0.75221 -1.06101 1.63214 0.5281
```

Calculated values
Highest occupied orbital energy in eV: -14.44
Net charge: +1

---

# 7
Molecular formula: CH8N6
Method: DFT, the ωB97M-V functional and the def2-TZVPD basis

```
15
Properties=species:S:1:pos:R:3:mulliken_charge:R:1
C -0.08167 0.08122 0.04692 0.4402
N 0.57635 1.43498 0.38999 -0.2400
N 0.74073 -0.03272 -1.16088 -0.2181
N 0.01588 -0.87655 1.08992 -0.2798
N -1.45884 -0.27275 -0.17123 -0.2775
N 1.43913 1.18430 -1.16246 -0.0583
N -1.36249 -1.15727 0.97292 0.0214
H 1.15898 1.19561 1.12284 0.3054
H 0.42394 -0.46432 -1.93684 0.2029
H 0.72817 -1.56497 1.30156 0.2802
H -2.26240 0.29006 -0.18509 0.2802
H 1.28598 1.83344 -1.93256 0.3294
H 2.40622 1.02898 -0.91745 0.3581
H -1.70883 -2.21853 0.78101 0.4242
H -1.95345 -0.73764 1.81286 0.4317
```

Calculated values
Highest occupied orbital energy in eV: -20.06
Net charge: +2

---

# 8
Molecular formula: CH8NO
Method: DFT, the ωB97M-V functional and the def2-TZVPD basis

```
11
Properties=species:S:1:pos:R:3:mulliken_charge:R:1
N -1.55851 1.27983 -0.13529 -0.5019
H -0.94546 1.97520 -0.57813 0.3743
H -1.03606 0.35012 -0.09637 0.3897
H -2.38484 1.23237 -0.73615 0.3958
H -1.90567 1.71774 0.72333 0.3839
C 1.49004 -0.88708 0.46466 -0.5032
O 0.31049 -0.58526 -0.30417 -0.6128
H 1.58362 0.02299 1.07788 0.2495
H 2.31713 -0.94324 -0.23876 0.2516
H 1.42970 -1.83082 1.01169 0.2683
H 0.14905 -1.37738 -0.83026 0.3047
```

Calculated values
Highest occupied orbital energy in eV: -15.41
Net charge: +1

---

# 9
Molecular formula: CH8NO3
Method: DFT, the ωB97M-V functional and the def2-TZVPD basis

```
13
Properties=species:S:1:pos:R:3:mulliken_charge:R:1
N -1.22947 0.95402 -1.49037 -0.7955
C 0.15357 0.44358 -1.24340 -0.3067
O 0.29256 -0.15781 -0.03143 -0.8779
H -1.81507 0.41738 -0.84212 0.2801
H -1.26931 1.83436 -0.99019 0.2450
H 0.36814 -0.27926 -2.04251 0.2405
H 0.81306 1.32951 -1.28128 0.2695
H -0.96471 -0.61034 0.87671 0.4092
H -1.36217 -0.87351 2.32107 0.2606
O -1.71273 -1.00471 1.43444 -0.7412
H 1.51950 -0.79578 0.78805 0.4886
H 2.82782 -0.20410 1.21742 0.2603
O 2.37882 -1.05334 1.28361 -0.7325
```

Calculated values
Highest occupied orbital energy in eV: -3.94
Net charge: -1

---

# 10
Molecular formula: CH8NO3
Method: DFT, the ωB97M-V functional and the def2-TZVPD basis

```
13
Properties=species:S:1:pos:R:3:mulliken_charge:R:1
N 1.53277 -0.47224 1.53606 -0.7644
C 1.08764 0.60554 0.55614 -0.5810
O -0.23683 0.47063 0.13189 -0.9400
H 1.32067 -1.23311 0.88432 0.3024
H 0.81644 -0.60882 2.13845 0.2836
H 1.81997 0.69837 -0.27825 0.3133
H 1.23505 1.57596 0.93749 0.3553
H -2.05673 0.77490 -0.44426 0.4607
H -3.36848 0.43744 0.04659 0.2772
O -2.94742 0.88936 -0.69652 -0.6595
H 0.24293 -0.30491 -1.15126 0.4600
H -0.05377 -1.76863 -1.84864 0.2450
O 0.60776 -1.06451 -1.81202 -0.7525
```

Calculated values
Highest occupied orbital energy in eV: -3.77
Net charge: -1

---

# 11
Molecular formula: CH8NS2
Method: DFT, the ωB97M-V functional and the def2-TZVPD basis

```
12
Properties=species:S:1:pos:R:3:mulliken_charge:R:1
N -0.83101 0.03880 -1.52877 -0.3849
H -0.42821 -0.19906 -2.43751 0.3456
H -0.43010 0.66194 -0.74609 0.1093
H -1.18580 -0.86292 -1.17772 0.3954
H -1.75743 0.41779 -1.77641 0.4193
C 0.81546 -1.01693 1.37135 -0.7854
S 1.76064 0.48157 1.41724 0.1355
S 0.16613 1.84835 0.83857 -0.4059
H 0.55948 -1.23043 0.33664 0.2298
H 1.58912 -1.78008 1.54871 0.3203
H 0.05463 -1.19528 2.12549 0.3707
H -0.31290 2.83623 0.02850 0.2502
```

Calculated values
Highest occupied orbital energy in eV: -12.93
Net charge: +1

---

# 12
Molecular formula: CH8NS2
Method: DFT, the ωB97M-V functional and the def2-TZVPD basis

```
12
Properties=species:S:1:pos:R:3:mulliken_charge:R:1
N -1.45038 -2.06629 0.89892 -0.4420
H -1.53642 -1.42677 0.08992 0.2752
H -2.22171 -2.02488 1.56300 0.3651
H -0.59716 -1.75238 1.38110 0.3633
H -1.26466 -3.01137 0.55805 0.3686
C 2.05650 1.21750 -0.29586 -0.8193
S 0.82484 -0.06036 0.07191 -0.0179
S -0.94559 0.82449 -0.53288 -0.2973
H 2.41239 1.05084 -1.30695 0.3273
H 1.64875 2.19780 -0.12024 0.3276
H 2.86852 1.09552 0.40349 0.3084
H -0.76558 0.67628 -1.85757 0.2412
```

Calculated values
Highest occupied orbital energy in eV: -13.18
Net charge: +1

---

# 13
Molecular formula: CH8NaO7
Method: DFT, the ωB97M-V functional and the def2-TZVPD basis

```
17
Properties=species:S:1:pos:R:3:mulliken_charge:R:1
Na 12.22607 2.69970 7.52373 0.8434
C 14.36883 2.35603 4.71706 0.6097
O 14.14462 2.66994 3.49539 -0.8231
O 15.19854 1.39918 5.03525 -0.8567
O 13.74433 2.93192 5.71347 -0.8400
O 15.02696 1.19887 7.68495 -0.6766
H 14.23974 0.70721 7.91761 0.2297
H 14.99985 1.30715 6.67524 0.4711
O 9.73946 2.63761 8.33284 -0.6505
H 9.73236 1.77513 7.89920 0.3693
H 9.38239 3.23985 7.67052 0.3237
O 12.35147 0.80108 9.10342 -0.5707
H 12.19747 -0.07510 8.73452 0.2970
H 12.03207 0.74692 10.01012 0.2626
O 10.94359 1.01392 6.40377 -0.5445
H 10.91878 1.24647 5.46293 0.2877
H 10.67799 0.08961 6.44108 0.2677
```

Calculated values
Highest occupied orbital energy in eV: -1.73
Net charge: -1

---

# 14
Molecular formula: CH8O2S2
Method: DFT, the ωB97M-V functional and the def2-TZVPD basis

```
13
Properties=species:S:1:pos:R:3:mulliken_charge:R:1
C -0.74125 -0.20952 -0.51279 -0.6657
S -2.39728 -0.57487 -0.84156 -0.1242
S 2.46493 0.23479 -1.10219 -0.4039
H -0.37686 0.66805 -1.08199 0.2858
H -0.09595 -1.04698 -0.85309 0.2815
H -0.58673 -0.03538 0.54677 0.4007
H 3.63300 0.14318 -1.74799 0.1808
H 3.26480 0.71716 0.86158 0.3304
H 3.78221 0.03795 2.18377 0.2978
O 3.16350 0.67197 1.82002 -0.5936
H -3.02499 -0.22503 1.09406 0.2958
H -3.82785 -0.10039 2.53866 0.2943
O -3.10929 0.17775 1.97048 -0.5798
```

Calculated values
Highest occupied orbital energy in eV: -8.65

---

# 15
Molecular formula: CH8O4
Method: DFT, the ωB97M-V functional and the def2-TZVPD basis

```
13
Properties=species:S:1:pos:R:3:mulliken_spin:R:1
O 2.97043 0.17890 -0.14336 0.3002
C 3.22613 0.03572 1.10184 0.6373
H 4.03178 -0.61352 1.53977 0.0254
H 2.70058 0.70818 1.78011 0.0111
H -1.81718 1.05597 -2.55910 0.0005
H -1.02933 0.17991 -1.51171 -0.0007
O -1.81593 0.85031 -1.61737 -0.0002
H 0.94627 -0.25974 -0.46967 0.0048
H -0.42128 -0.70140 0.12587 -0.0071
O 0.12121 -0.73595 -0.66973 0.0289
H -3.53100 -0.50980 1.29872 -0.0004
H -2.73372 0.19174 0.17835 0.0011
O -2.64796 -0.38030 0.94628 -0.0010
```

Calculated values
2S+1: 2
Highest occupied orbital energy (spin up / spin down) in eV: 0.17 / -3.06
Net charge: -1

---

# 16
Molecular formula: CH8O5
Method: DFT, the ωB97M-V functional and the def2-TZVPD basis

```
14
Properties=species:S:1:pos:R:3:mulliken_charge:R:1
O 2.01908 -0.62810 0.68546 -0.4959
C 1.73537 0.14751 1.55184 0.1351
O 0.50553 0.56994 1.82759 -0.4566
H 2.47994 0.53929 2.25638 0.3772
H -0.04109 0.93031 1.06240 0.4428
O -1.04138 0.93668 -0.20367 -0.7334
H -0.90581 -0.00976 -0.42516 0.4084
H -0.94279 1.27562 -1.10783 0.3826
O -1.48168 0.60303 -3.08167 -0.6647
H -1.44230 1.21300 -3.81666 0.3135
H -2.34074 0.79762 -2.68756 0.3361
O -0.72695 -1.65599 0.09203 -0.6736
H -1.40763 -2.08532 0.61602 0.3177
H 0.05050 -1.84468 0.64141 0.3108
```

Calculated values
Highest occupied orbital energy in eV: -10.48

---

# 17
Molecular formula: CH9N2P2
Method: DFT, the ωB97M-V functional and the def2-TZVPD basis

```
14
Properties=species:S:1:pos:R:3:mulliken_charge:R:1
C -1.06376 -1.06812 -0.04453 -0.4020
N 1.46212 0.10359 1.39532 -0.7543
N -2.17377 -1.04605 -0.73537 -0.2780
P 1.66672 2.15684 -1.50400 -0.0227
P 0.43034 0.80421 -0.50325 0.0886
H -0.38087 -1.73757 -0.40863 0.3860
H -1.20236 -1.00265 0.95502 0.4060
H 0.92645 0.82423 1.86621 0.3165
H 2.31482 0.42046 0.96166 0.2965
H -3.02283 -0.75511 -0.33777 0.2402
H -2.24060 -1.15979 -1.74687 0.2577
H 1.84346 -0.40450 2.19907 0.2907
H 1.65110 1.17720 -2.66735 0.0789
H -0.21082 1.68726 0.57050 0.0958
```

Calculated values
Highest occupied orbital energy in eV: -12.62
Net charge: +1

---

# 18
Molecular formula: CH9N3
Method: DFT, the ωB97M-V functional and the def2-TZVPD basis

```
13
Properties=species:S:1:pos:R:3:mulliken_spin:R:1
N 1.11458 -0.17400 -6.34392 0.0000
H 1.83698 -0.53001 -6.97119 0.0000
H 0.34264 -0.83755 -6.51935 0.0000
H 0.74940 0.59817 -6.93110 0.0000
N -0.41741 0.28725 1.95632 0.4443
C -1.00762 0.24759 3.22841 -0.0148
N 0.06340 -0.37674 4.00165 0.6186
H -0.84853 -0.30476 1.25298 -0.0084
H -0.00523 1.16378 1.67903 -0.0114
H -1.25119 1.23053 3.59138 0.0160
H -1.89588 -0.38448 3.21226 0.0044
H 0.80657 0.25187 4.30305 -0.0239
H 0.51229 -1.17164 3.54049 -0.0249
```

Calculated values
2S+1: 2
Highest occupied orbital energy (spin up / spin down) in eV: -12.28 / -12.28
Net charge: +1

---

# 19
Molecular formula: CH9N3O2
Method: DFT, the ωB97M-V functional and the def2-TZVPD basis

```
15
Properties=species:S:1:pos:R:3:mulliken_charge:R:1
N -0.03984 -0.77072 -0.46127 -0.5659
C -0.94874 0.22117 -0.46817 0.4606
N -0.86642 1.57019 -0.03989 -0.4498
N -2.30170 -0.06661 -1.04994 -0.5864
H -0.47885 -1.64064 -0.90838 0.1974
H 0.11261 1.84576 0.00300 0.2559
H -1.65639 1.78799 0.59570 0.2372
H -2.72254 0.80451 -1.49739 0.2656
H -2.88343 -0.61386 -0.40497 0.2361
O 1.21386 -0.44429 2.45379 -0.6821
H 1.13403 -1.25617 1.81026 0.3129
H 1.83754 -0.05478 1.74501 0.3488
O 2.76129 -0.05407 -0.52789 -0.6944
H 1.74312 -0.34622 -0.67436 0.3379
H 3.09547 -0.98227 -0.57548 0.3261
```

Calculated values
Highest occupied orbital energy in eV: -9.82